84
Properties=species:S:1:pos:R:3 method="wB97M-V/def2-TZVPD" s2=0.7619 homo_lumo_gap_ev="3.1471 / 3.1625" spin_multiplicity=2 energy_ha=-2477.81207 lumo_ev="-7.275 / -7.274" charge=+2 fmax_ev_per_a=1.05
Ir 1.653 0.053 -0.029
C -2.127 -3.923 -3.251
N -2.197 -2.589 -2.664
C -2.842 -1.523 -3.202
C -2.717 -0.505 -2.287
N -2.020 -0.923 -1.201
C -1.698 -2.200 -1.438
P -0.810 -3.406 -0.475
C -0.504 -2.528 1.087
N 0.083 -1.357 1.336
C 0.076 -1.217 2.703
C -0.507 -2.301 3.283
N -0.860 -3.130 2.261
C -1.505 -4.434 2.424
C 2.764 -2.536 -0.859
N 3.029 -1.453 0.071
C 4.347 -1.404 0.268
C 4.990 -2.395 -0.456
N 4.083 -3.083 -1.160
C 4.338 -4.329 -1.866
H -2.521 -3.878 -4.262
H -1.095 -4.265 -3.289
H -2.718 -4.627 -2.669
H -3.329 -1.572 -4.163
H -3.088 0.506 -2.383
H 0.495 -0.358 3.203
H -0.691 -2.552 4.316
H -1.916 -4.492 3.427
H -2.312 -4.541 1.705
H -0.786 -5.238 2.284
H 4.811 -0.655 0.892
H 6.042 -2.641 -0.487
H 5.304 -4.718 -1.558
H 3.574 -5.064 -1.610
H 4.352 -4.181 -2.945
C 3.294 0.896 3.834
C 2.887 2.189 4.167
C 2.086 2.866 3.286
C 1.695 2.285 2.063
N 2.101 1.033 1.747
C 2.878 0.372 2.643
N 0.895 3.099 1.282
C 0.446 2.804 0.112
N 0.572 1.633 -0.577
C -0.003 1.762 -1.824
N 0.000 0.942 -2.806
C 0.627 -0.283 -2.849
C 0.487 -0.972 -4.067
C 1.089 -2.188 -4.250
C 1.839 -2.732 -3.207
C 1.975 -2.014 -2.050
N 1.368 -0.817 -1.854
C -0.640 3.095 -1.896
C -1.373 3.702 -2.896
C -1.827 4.995 -2.653
C -1.542 5.648 -1.457
C -0.789 5.031 -0.461
C -0.354 3.745 -0.709
H 3.916 0.305 4.492
H 3.197 2.648 5.097
H 1.745 3.874 3.477
H 3.127 -0.642 2.371
H -0.092 -0.489 -4.841
H 0.991 -2.716 -5.190
H 2.302 -3.702 -3.311
H 2.150 -3.317 -0.373
H -1.570 3.194 -3.831
H -2.401 5.512 -3.412
H -1.902 6.659 -1.307
H -0.544 5.537 0.464
C -1.759 1.311 1.308
C -2.525 2.217 1.979
C -3.798 2.600 1.459
C -4.561 3.516 2.131
C -4.067 4.068 3.319
C -2.819 3.719 3.852
C -2.049 2.800 3.192
H -2.055 0.840 0.372
H -0.805 0.983 1.703
H -4.140 2.153 0.532
H -5.530 3.817 1.757
H -4.674 4.796 3.847
H -2.478 4.177 4.770
H -1.070 2.513 3.560